# C32H35ClFIrN4O5S

C32H35ClFIrN4O5S as an isolated structure (the ωB97M-V functional and the def2-TZVPD basis, OMol25).

Structure (ORCA input):
```
! RIJCOSX wB97M-V def2-TZVPD def2/J DEFGRID3
* xyz 1 2
H 4.477 5.289 -0.371
C 6.610 0.377 0.909
H 4.760 3.631 0.294
C -5.686 2.325 -2.244
H -6.212 4.870 -0.074
H -1.203 -5.415 1.305
H 8.609 -1.134 -1.313
C -1.959 -3.118 -1.071
C 4.231 4.238 -0.424
H -6.154 -4.687 -1.508
O -0.640 0.490 1.915
C 5.804 -1.844 0.394
H -6.306 4.369 -2.500
H 3.894 4.302 -2.638
H -5.134 -0.430 0.592
C 3.218 -0.767 1.501
N -2.587 -2.390 1.162
C 2.815 3.902 -0.759
H 1.205 -0.951 2.183
H -5.263 0.676 1.964
C -0.271 2.467 0.644
N 7.965 -1.084 -0.523
H -2.200 -3.635 2.755
H 8.514 0.892 -0.026
C 2.438 1.671 0.410
H -6.287 -4.179 1.023
Ir -2.801 0.482 1.351
C -5.753 -3.251 0.816
C -5.590 2.896 0.450
C -5.312 1.352 -1.333
C 4.153 -0.011 0.783
C 0.691 3.207 0.030
C 3.881 3.649 -1.777
H 0.385 4.168 -0.361
C -1.568 -4.496 0.873
C -2.121 -3.560 1.680
O -1.673 4.341 0.491
H 7.115 -2.969 -0.940
H -1.878 -2.888 -2.125
C 1.928 -0.357 1.640
C -1.441 -4.232 -0.537
H -4.870 -3.933 -2.469
C 0.108 1.242 1.262
C 1.519 0.867 1.100
H 4.160 2.630 -1.997
H 7.130 0.045 1.823
C -5.966 3.884 -0.445
H -4.094 -4.217 -0.154
S -2.170 -0.448 -0.592
C -5.251 1.610 0.037
H 6.261 -2.314 1.278
H 7.149 0.739 -1.164
Cl -5.535 3.317 2.143
H -5.047 0.358 -1.675
H -5.201 -2.960 1.711
O -2.676 2.433 0.982
H -0.917 -4.943 -1.163
N 5.477 -0.463 0.633
H 4.909 -2.415 0.161
F 3.629 -1.924 2.066
C -5.566 -3.778 -1.645
O -2.902 -1.440 1.998
H -6.486 -2.472 0.602
C -4.811 0.535 0.973
H -6.243 -2.965 -1.911
C 7.595 0.353 -0.249
C -2.760 -2.139 -0.274
C -1.634 3.147 0.713
H -5.724 2.091 -3.300
H 4.466 1.736 -0.350
H 6.290 1.402 1.084
N 1.998 2.882 -0.113
O -4.123 -2.188 -0.612
C -6.013 3.599 -1.799
H 8.466 -1.455 0.288
C 3.748 1.192 0.239
C -4.824 -3.433 -0.371
H 2.190 4.758 -0.961
C 6.758 -1.952 -0.787
H 6.300 -1.578 -1.702
*
```

Summary:
* energy relative to the best compared isomer or geometry (same formula, charge and spin): 222.2 kJ/mol
* E_LUMO (alpha / beta): -3.456 / -3.456 eV

***

# C32H35F3NO2PdSbSe2

C32H35F3NO2PdSbSe2 as an isolated structure (the ωB97M-V functional and the def2-TZVPD basis, OMol25).

Structure (ORCA input):
```
! RIJCOSX wB97M-V def2-TZVPD def2/J DEFGRID3
* xyz -2 1
H 2.396 -0.767 0.511
H 1.705 -2.702 -2.081
C -2.356 0.119 5.691
H -4.182 -0.656 -0.526
H -3.352 0.068 6.113
H 2.948 2.489 -0.889
H 5.576 -0.049 -3.122
F -1.465 0.234 7.874
C 2.999 -2.594 1.453
C 2.185 4.160 2.888
H 5.100 2.110 -1.992
Se -2.090 -2.519 -1.990
C 3.117 1.539 -1.386
C 0.099 3.047 2.640
H 1.162 0.223 -4.222
H -3.719 1.971 -3.562
H -2.433 0.891 -4.056
F 2.902 5.247 3.301
C -2.982 1.262 -3.191
H -4.163 -1.915 -3.221
C 4.617 0.124 -2.647
H -2.578 0.060 -0.693
C -2.131 0.095 4.312
H 1.164 -4.317 3.717
H 0.265 -2.352 -5.312
H 0.934 -3.489 -4.127
H -0.361 -2.395 3.341
H -3.459 2.057 -0.695
H -0.066 0.382 -2.945
C 2.093 0.575 -1.365
H -5.498 1.665 -1.736
H 1.947 -2.157 -4.752
C 0.217 0.259 4.664
H 0.628 -1.507 -1.305
H -5.742 -0.651 -2.391
C 2.111 1.993 1.907
C -3.623 0.162 -0.985
O -4.153 1.400 -0.480
C 3.634 -0.857 -2.662
H 1.232 0.320 4.280
C 0.938 -2.453 -4.463
H -0.539 -0.210 -4.587
C 0.240 -0.201 -3.826
Pd 0.080 0.958 -0.864
C 2.624 -3.570 2.348
C 1.424 -3.523 3.027
C 2.401 -0.631 -2.048
C -3.724 0.082 -2.507
F 3.463 -4.623 2.571
H -0.978 3.040 2.779
H 2.626 1.169 1.432
Se -1.743 2.444 -2.171
H 3.928 3.136 2.193
O -5.852 1.409 -2.607
H 0.859 0.354 6.731
C 0.580 -2.441 2.803
C 2.853 3.095 2.324
H 0.329 5.027 3.491
C 0.027 0.280 6.040
C 1.323 -1.679 -2.128
Sb -0.486 0.212 1.503
H 3.836 -1.807 -3.153
C 0.817 4.167 3.049
H -2.798 -1.168 -4.013
C 4.344 1.330 -2.008
H -5.319 0.007 -3.978
H 3.946 -2.669 0.932
C -5.218 0.171 -2.900
C -3.273 -1.308 -3.043
C 0.729 1.944 2.068
H -0.520 -1.925 -3.060
C 2.129 -1.527 1.235
C 0.917 -1.419 1.911
C -1.265 0.210 6.523
N 0.466 -1.590 -3.379
H -2.989 0.021 3.649
C -0.853 0.163 3.768
*
```

Summary:
* energy relative to the best compared isomer or geometry (same formula, charge and spin): 0.0 kJ/mol
* E_LUMO: 4.368 eV